Entry 1:
Molecular formula: C66H55F11
Method: DFT, wB97M-V/def2-TZVPD

```
132
Properties=species:S:1:pos:R:3:mulliken_charge:R:1
F 4.55 1.10 5.80 -0.333
F -5.08 -1.47 2.25 -0.405
F -1.12 -5.20 0.40 -0.325
F -1.50 -2.10 1.79 0.308
F 0.25 1.61 4.30 -0.392
F 3.25 3.98 -3.78 -0.398
F -0.96 0.75 -3.20 -0.183
F -2.07 4.33 0.52 0.361
F 1.58 -7.07 -7.31 -0.330
F 0.51 1.63 -0.59 0.019
F 1.49 -6.54 -0.74 -0.362
C -3.74 -2.74 -1.59 -0.392
C -5.49 5.39 0.65 -0.806
C -3.35 2.84 -4.92 -0.537
C 1.91 2.20 2.76 -0.111
C 1.95 4.49 1.93 -0.773
C -1.46 -2.40 3.04 0.261
C 5.05 -5.98 -1.39 -0.592
C 4.43 -5.06 0.77 -0.382
C -3.20 1.32 3.57 -0.649
C 2.80 -6.15 -0.56 0.471
C -1.87 -3.62 3.46 -0.477
C -2.38 -2.43 -1.55 -0.544
C 5.15 0.09 1.94 -0.508
C -0.04 5.42 -3.59 -0.161
C 3.74 -6.46 -1.53 -0.313
C 3.12 -5.49 0.59 -0.296
C 2.84 -5.22 -6.51 -0.496
C -1.09 -1.43 4.04 -0.024
C -1.25 -1.72 5.37 -0.532
C -0.31 5.49 -2.20 -1.276
C -4.14 7.00 1.86 -0.676
C -3.04 6.18 1.62 -0.513
C 0.95 -6.14 -5.31 -0.501
C 2.17 -4.25 -4.37 -0.104
C -2.43 1.82 -4.64 -0.627
C -3.03 3.64 -2.68 -0.911
C 2.93 -4.24 -5.52 -0.568
C 5.37 -5.26 -0.22 -0.530
C -2.06 -3.88 4.83 -0.548
C 2.59 -1.00 -1.80 -0.853
C 1.08 -5.17 -4.26 -0.510
C 0.82 4.79 2.72 -0.346
C -1.97 -4.46 -0.32 -0.013
C -4.22 -3.91 -0.97 -0.501
C -2.89 1.18 1.13 0.016
C 1.11 0.42 -0.63 -0.111
C -4.10 0.29 3.56 -0.873
C 0.69 4.99 -1.42 0.810
C -1.52 -3.32 -0.97 -0.241
C -2.04 2.66 -2.43 1.167
C 0.72 -0.58 0.24 0.607
C 0.21 3.80 3.51 -0.619
C 2.56 3.23 2.00 -1.121
C -1.82 -2.92 5.76 -0.679
C -4.37 4.61 0.41 -0.222
C -5.38 6.63 1.39 -0.573
C 1.30 -1.86 0.07 -1.229
C -2.64 1.82 2.38 -0.444
C 0.83 2.53 3.50 0.329
C -3.68 3.76 -3.89 -1.079
C -1.83 1.74 -3.42 -0.196
C -3.37 -4.77 -0.30 -0.322
C 1.15 4.95 -4.16 -0.934
C 2.03 0.25 -1.64 -0.845
C -4.30 -0.34 2.35 0.578
C 1.81 -6.13 -6.35 0.442
C 4.25 -0.66 2.70 -0.074
C 5.92 1.07 2.48 -0.370
C -3.18 5.02 0.89 0.563
C 4.88 0.62 4.60 0.483
C -3.75 0.08 1.14 -0.765
C 4.10 -0.39 4.03 -0.411
C 2.09 4.43 -3.26 0.851
C 5.87 1.31 3.88 -0.513
C 1.91 4.42 -1.92 -0.560
C 2.14 -2.05 -0.99 -0.525
H 2.56 4.04 -1.15 0.448
H 5.18 -0.07 0.87 0.438
H 2.29 1.07 -2.25 0.742
H 3.41 -7.05 -2.40 0.421
H -0.57 4.04 4.21 0.496
H 0.40 5.77 2.72 0.441
H 2.58 -3.02 -1.15 0.589
H 0.12 -0.31 1.11 0.204
H -6.25 7.27 1.56 0.382
H -2.11 -3.16 6.79 0.323
H 3.51 -5.24 -7.39 0.380
H -4.47 -2.02 -2.02 0.390
H -2.00 -1.61 -2.13 0.352
H -2.56 -4.81 5.03 0.388
H 0.34 -6.98 -5.15 0.410
H -2.34 1.55 0.26 0.626
H 3.71 -1.55 2.27 0.243
H -3.94 -0.52 0.29 0.559
H -4.40 3.67 -0.17 0.469
H -2.17 0.99 -5.33 0.439
H -1.25 5.85 -1.82 0.543
H 3.43 2.94 1.46 0.616
H -0.76 5.76 -4.30 0.396
H 0.41 -5.00 -3.45 0.642
H -2.12 6.49 2.09 0.312
H 6.38 -4.98 0.07 0.388
H -4.64 -0.09 4.40 0.453
H -2.09 -4.35 2.68 0.202
H 3.31 -1.23 -2.59 0.504
H -1.85 2.53 2.42 0.381
H -0.85 -0.40 3.75 0.449
H -4.43 4.44 -4.08 0.572
H 2.28 -5.21 1.29 0.327
H -5.30 -4.08 -0.89 0.321
H -3.29 4.28 -1.87 0.558
H 4.76 -4.51 1.62 0.434
H 1.19 4.82 -5.25 0.385
H -1.09 -0.94 6.14 0.371
H 6.34 2.21 4.33 0.360
H -1.56 2.46 -1.48 0.224
H 2.32 1.23 2.62 0.863
H -3.67 -5.61 0.34 0.442
H 1.00 -2.66 0.68 0.859
H 6.60 1.62 1.79 0.347
H -3.87 2.94 -5.85 0.427
H 5.83 -6.14 -2.10 0.458
H -2.84 1.64 4.50 0.508
H 3.66 -3.50 -5.65 0.432
H 2.38 5.28 1.40 0.629
H -0.45 -3.13 -0.98 0.783
H -6.53 5.04 0.38 0.315
H 0.43 4.88 -0.34 -0.128
H 2.27 -3.38 -3.75 0.205
H -4.05 7.85 2.43 0.552
H 3.28 -0.65 4.71 0.369
```

highest occupied orbital energy	-8.967	eV
spin multiplicity	1
E_LUMO	0.571	eV
orbital gap	0.3505	Ha
SMILES	Fc1ccccc1.Fc1ccccc1.Fc1ccccc1.Fc1ccccc1.Fc1ccccc1.Fc1ccccc1.Fc1ccccc1.Fc1ccccc1.Fc1ccccc1.Fc1ccccc1.Fc1ccccc1
largest force on an atom	4.067	eV/Å

***

Entry 2:
Molecular formula: C66H58N4O2P2PbSi2
Method: DFT, wB97M-V/def2-TZVPD

```
135
Properties=species:S:1:pos:R:3:mulliken_charge:R:1
Pb 0.10 0.19 -0.04 -0.782
P -0.05 2.69 1.36 0.523
P -0.85 0.53 -2.74 1.902
Si 1.79 -1.81 0.67 1.984
Si 2.44 1.26 -0.91 2.352
O -0.55 3.21 -1.51 0.642
O -8.04 -8.70 6.62 -0.462
N -4.14 -4.25 4.26 -0.896
N -4.25 -5.41 2.38 -0.111
N -1.41 -2.22 -0.08 1.361
N -1.25 -0.82 2.27 1.065
C -6.60 -6.86 6.45 -0.584
C -5.77 -6.03 5.73 -0.537
C -4.65 -5.31 3.69 0.136
C -1.12 -0.19 3.42 -0.878
C 6.14 -0.66 -0.74 -0.842
C -4.47 -2.30 -2.96 -0.814
C 0.21 6.73 -0.79 -0.606
C -2.64 -2.42 3.41 1.087
C -3.28 3.23 -4.64 -1.092
C -4.17 2.65 3.38 -0.700
C -0.17 4.33 0.55 0.240
C 1.63 -3.54 -0.17 -1.543
C -2.56 2.10 -4.32 -0.157
C -1.83 3.16 3.57 -0.194
C -2.78 -3.92 0.95 1.024
C -3.46 -4.33 2.12 -0.269
C 3.26 2.79 -0.05 -1.391
C 2.05 -1.37 -4.77 -0.802
C 1.33 2.85 2.57 0.957
C 0.04 6.73 0.58 -1.066
C -2.73 2.32 1.50 -0.164
C -0.13 5.54 1.25 0.026
C 0.34 0.75 -5.33 -0.819
C -0.22 4.37 -0.84 0.020
C 2.16 -0.68 -5.97 -0.658
C -1.65 2.76 2.26 0.431
C -2.06 -2.69 1.00 -0.151
C 3.80 -0.06 -0.56 0.444
C -1.38 -2.95 -1.17 -0.446
C 3.00 1.50 3.68 -1.100
C -8.68 -9.83 6.08 -0.827
C 2.01 3.99 2.97 -0.614
C 4.62 -2.12 0.38 -0.928
C -2.27 4.37 -2.79 -0.970
C 0.05 5.56 -1.51 -0.789
C -4.34 -1.38 -1.93 -0.490
C 1.31 0.38 -6.24 -0.752
C -2.48 -1.72 4.61 -0.783
C 5.10 0.21 -0.98 -0.801
C 5.90 -1.83 -0.05 -0.801
C -1.71 -0.58 4.61 -1.563
C -3.26 -0.51 -1.91 -0.584
C -1.47 3.26 -2.52 0.305
C -2.31 -0.56 -2.93 0.263
C -1.99 -1.95 2.24 -1.435
C 2.76 1.73 -2.76 -1.493
C 1.95 -2.25 2.55 -1.425
C -3.40 -3.62 3.31 0.748
C 3.66 2.64 4.10 -0.785
C -3.10 3.10 4.13 -0.699
C -2.46 -1.46 -3.97 -0.029
C -6.21 -7.28 3.74 -0.765
C -3.15 4.36 -3.85 -0.872
C 3.55 -1.26 0.12 0.636
C -2.76 -4.65 -0.25 -1.087
C 1.10 -0.99 -3.85 -0.310
C 3.16 3.88 3.73 -0.789
C -3.54 -2.33 -3.98 -0.712
C -1.66 2.09 -3.26 -0.232
C -3.99 2.27 2.06 -0.744
C 0.22 0.06 -4.13 0.600
C -7.25 -7.93 5.82 0.857
C 1.86 1.60 2.90 0.713
C -2.04 -4.16 -1.32 -1.681
C -7.05 -8.12 4.45 -0.561
C -5.54 -6.23 4.37 0.353
H -3.25 3.40 5.16 0.439
H 3.61 2.40 -2.85 0.745
H 3.68 4.78 4.03 0.430
H 4.44 -3.04 0.92 0.328
H 1.41 0.93 -7.17 0.399
H -7.96 -10.54 5.65 0.339
H -5.31 -2.98 -2.98 0.418
H 6.71 -2.52 0.15 0.395
H 0.12 5.56 -2.59 0.603
H -1.73 -1.49 -4.76 0.433
H 4.57 2.57 4.67 0.414
H 0.07 7.66 1.13 0.431
H 7.13 -0.43 -1.09 0.419
H -0.51 0.71 3.39 0.476
H 4.12 3.15 -0.61 0.664
H 2.53 -1.51 3.08 0.220
H 1.41 0.71 2.50 -0.779
H -0.99 3.49 4.16 0.431
H -2.70 1.19 -4.89 0.542
H 0.77 -4.08 0.21 0.330
H -5.16 2.60 3.83 0.396
H 0.42 7.65 -1.32 0.422
H -2.96 -2.10 5.50 0.574
H -7.57 -8.92 3.93 0.383
H 1.90 2.21 -3.21 0.187
H 2.57 3.63 0.05 0.196
H -3.65 -3.03 -4.79 0.444
H 1.06 -1.47 -2.89 0.088
H -6.78 -6.70 7.50 0.427
H -0.27 5.53 2.32 0.689
H -4.50 -6.14 1.73 0.209
H 0.98 -2.30 3.02 0.229
H -0.31 1.59 -5.54 0.392
H 2.73 -2.18 -4.54 0.418
H 1.69 4.97 2.65 0.438
H -1.57 0.00 5.51 0.539
H -1.99 -4.71 -2.25 0.565
H -4.83 1.94 1.47 0.509
H -3.30 -5.58 -0.32 0.404
H -3.15 0.20 -1.10 0.252
H 5.29 1.13 -1.51 0.270
H -5.08 -1.34 -1.14 0.473
H -9.19 -10.30 6.91 0.243
H 2.51 -4.15 0.02 0.574
H 2.93 -0.95 -6.68 0.365
H 3.61 2.54 0.95 0.201
H 2.43 -3.22 2.69 0.590
H -0.79 -2.56 -1.99 0.484
H -6.09 -7.47 2.68 0.258
H -2.57 2.01 0.48 -0.095
H -3.76 5.23 -4.04 0.421
H -9.42 -9.56 5.32 0.328
H 1.52 -3.46 -1.24 0.269
H -3.96 3.23 -5.48 0.441
H -5.26 -5.22 6.22 0.506
H 2.99 0.85 -3.35 0.267
H -2.21 5.25 -2.16 0.496
H 3.39 0.52 3.92 0.390
```

highest occupied orbital energy	-5.424	eV
spin multiplicity	1
E_LUMO	0.151	eV
orbital gap	0.2049	Ha
largest force on an atom	1.632	eV/Å

***

Entry 3:
Molecular formula: C66H62Cl6N10O20
Method: DFT, wB97M-V/def2-TZVPD

```
164
Properties=species:S:1:pos:R:3:mulliken_charge:R:1
Cl 11.01 -10.22 22.05 -0.140
Cl 6.09 -9.15 21.29 -0.212
Cl 5.71 -4.80 21.47 -0.048
Cl 7.65 -5.02 15.04 -0.243
Cl 13.91 -8.47 22.72 -0.213
Cl 11.51 -5.51 16.57 -0.174
O 8.74 -2.62 12.84 -0.586
O 13.08 -4.96 24.56 -0.391
O 10.72 2.29 22.05 -0.410
O 4.76 -1.98 25.78 -0.632
O 11.33 3.88 23.25 -0.583
O 6.66 -2.66 18.68 -0.516
O 8.91 2.82 24.65 -0.494
O 5.24 -1.34 19.68 -0.618
O 8.39 -11.66 19.69 -0.512
O 9.80 -6.09 20.93 -0.662
O 14.93 -5.17 22.39 -0.476
O 7.24 -1.50 13.79 -0.610
O 8.72 -4.90 19.44 -0.551
O 14.83 1.43 26.30 -0.585
O 9.27 3.10 26.76 -0.637
O 16.89 1.57 26.33 -0.656
O 6.41 -3.13 25.11 -0.523
O 7.94 -12.54 17.76 -0.591
O 13.78 -6.62 25.77 -0.636
O 15.00 -3.10 21.83 -0.549
N 9.52 -5.01 20.40 1.167
N 15.48 -4.05 22.41 0.929
N 9.40 2.48 25.71 1.021
N 12.91 -6.01 25.15 0.954
N 7.95 -11.59 18.54 0.930
N 5.65 -1.96 18.71 1.212
N 15.89 1.33 25.72 1.060
N 8.37 -1.97 13.75 1.116
N 11.45 3.25 22.25 0.982
N 5.80 -2.09 25.13 1.003
C 3.49 -0.48 16.04 -0.533
C 9.68 -2.50 20.45 1.102
C 11.32 -1.34 21.90 -1.069
C 6.83 -1.23 23.02 -0.341
C 6.44 1.43 23.76 -0.574
C 6.01 -10.24 17.63 -0.112
C 10.40 -1.16 25.04 -0.379
C 7.19 -0.17 22.18 -0.170
C 10.18 -5.74 15.47 -0.581
C 11.29 0.98 26.49 -0.451
C 6.24 -0.99 24.25 0.204
C 5.00 -1.71 17.42 -0.156
C 11.13 -1.12 16.90 -1.091
C 18.28 -4.67 24.78 -0.327
C 14.70 0.55 22.17 -0.210
C 10.14 -8.61 24.93 -0.874
C 17.14 0.92 22.20 -0.716
C 13.76 4.16 21.69 -0.210
C 17.33 -4.88 23.86 -0.531
C 11.80 -2.58 22.25 -0.526
C 7.04 1.16 22.51 -0.864
C 9.71 -1.38 17.18 0.375
C 11.51 -6.59 25.03 0.012
C 4.09 -0.64 17.25 -0.500
C 11.26 -3.79 21.77 -0.711
C 12.24 -9.66 20.93 -0.596
C 11.47 -1.31 25.91 -0.110
C 6.62 -7.43 21.54 0.485
C 14.83 4.27 20.80 -0.537
C 12.84 -8.25 21.26 0.165
C 18.06 -2.29 24.63 -0.360
C 9.02 -7.77 24.86 -0.731
C 6.03 0.37 24.57 -0.513
C 4.52 -2.44 15.14 -0.579
C 11.49 -1.03 15.56 -0.517
C 17.08 -2.51 23.65 0.289
C 7.34 -10.29 18.13 0.263
C 7.49 -7.89 18.00 -0.454
C 10.16 1.21 25.72 -0.676
C 17.08 1.21 23.50 -0.418
C 12.59 3.49 21.29 0.106
C 15.87 1.04 24.28 -0.221
C 10.16 -3.77 20.83 -1.867
C 10.59 -1.27 14.56 -0.735
C 6.17 -7.92 17.42 -0.383
C 15.90 0.58 21.52 -0.901
C 3.71 -1.36 14.97 -0.476
C 16.61 -3.78 23.34 -0.118
C 10.38 -5.73 24.86 -0.378
C 9.78 0.08 24.98 1.024
C 5.17 -2.63 16.35 0.309
C 11.39 -8.00 25.07 -0.203
C 9.13 -4.81 15.94 1.321
C 10.20 -1.29 21.02 -0.219
C 13.46 3.09 19.10 -0.470
C 9.13 -6.37 24.76 -0.125
C 14.65 3.70 19.51 -0.485
C 11.96 -0.27 26.62 -1.110
C 14.68 0.62 23.58 0.086
C 12.36 3.12 19.95 -0.503
C 8.77 -1.48 16.15 -0.502
C 8.06 -9.12 18.38 -0.562
C 5.40 -9.09 17.19 -1.100
C 18.66 -3.39 25.22 -0.565
C 5.44 -6.57 21.28 -0.730
C 9.25 -1.54 14.84 0.433
H 18.06 1.03 21.64 0.499
H 15.90 0.40 20.45 0.437
H 7.48 -7.19 20.92 -0.297
H 17.07 -5.88 23.56 0.461
H 4.76 -2.98 14.23 0.331
H 8.24 -5.80 24.53 0.503
H 11.83 -0.93 17.70 0.729
H 9.07 -9.18 18.76 0.565
H 7.23 1.97 21.82 0.452
H 5.45 -11.16 17.55 0.391
H 11.44 2.66 19.63 0.375
H 13.34 2.68 18.11 0.479
H 7.43 -0.34 21.14 0.463
H 7.02 -2.23 22.66 0.602
H 5.86 -3.45 16.48 0.377
H 10.53 -4.67 24.79 0.475
H 5.24 -6.65 20.21 0.188
H 6.91 -7.23 22.58 0.109
H 10.54 -5.43 14.49 0.350
H 9.88 -0.32 20.69 0.619
H 4.53 -6.83 21.82 0.426
H 9.45 -1.26 18.22 0.099
H 18.70 -5.55 25.25 0.338
H 12.49 -0.78 15.23 0.375
H 8.06 -6.98 18.16 0.631
H 7.72 -1.58 16.38 0.319
H 12.84 -0.40 27.22 0.469
H 9.97 -6.81 15.39 0.368
H 2.71 0.26 16.10 0.356
H 3.93 0.13 17.99 0.445
H 12.27 -8.62 25.15 0.426
H 10.04 -1.93 24.38 0.708
H 15.40 3.74 18.72 0.381
H 13.89 4.41 22.73 0.453
H 13.40 -7.72 20.49 0.468
H 8.03 -8.20 24.78 0.426
H 5.55 0.71 25.47 0.445
H 18.00 1.49 23.99 0.482
H 8.89 0.21 24.39 -0.267
H 12.57 -2.63 23.01 0.771
H 5.73 -7.04 16.97 0.409
H 11.78 -9.68 19.94 0.304
H 10.11 -9.67 25.14 0.512
H 18.27 -1.25 24.82 0.389
H 13.76 0.38 24.09 0.583
H 13.08 -10.34 20.80 0.402
H 8.89 -2.48 19.71 -0.148
H 9.53 -3.80 15.90 -0.425
H 19.42 -3.25 25.97 0.399
H 4.44 -9.05 16.70 0.459
H 15.78 4.65 21.16 0.420
H 11.77 -4.69 22.08 0.479
H 10.93 -1.25 13.54 0.424
H 12.05 -2.21 26.06 0.432
H 16.60 -1.71 23.10 0.148
H 13.79 0.38 21.60 0.623
H 11.96 -7.65 21.45 -0.362
H 11.61 1.83 27.07 0.426
H 3.22 -1.22 14.01 0.380
H 6.28 2.46 24.05 0.368
H 11.78 -0.43 22.25 0.955
H 8.79 -5.07 16.95 -0.633
```

highest occupied orbital energy (spin up / spin down)	-2.544 / -6.044	eV
spin multiplicity	2
E_LUMO (spin up / spin down)	0.609 / 0.609	eV
orbital gap (spin up / spin down)	0.1158 / 0.2445	Ha
total charge	-1
largest force on an atom	4.202	eV/Å